[1]
Below is a structure of composition C30H28BaCl5N4SSb, with properties calculated with ωB97M-V/def2-TZVPD.

Output
charge = 0
HOMO level (spin up / spin down) = -0.2591 / -0.2592 Ha
Kohn-Sham gap (spin up / spin down) = 5.25 / 5.26 eV
spin multiplicity = 1
total energy = -4343.5919 hartree
LUMO level (spin up / spin down) = -0.0660 / -0.0660 Eh

Structure (XYZ):
```
70
Properties=species:S:1:pos:R:3:forces:R:3
Ba 0.557822 -1.810845 0.171718 -0.6 0.0 -0.4
Cl -0.015021 -4.310036 3.961414 4.5 -0.9 4.4
C 1.615617 -3.997220 3.497830 2.0 0.6 -1.1
C 1.799632 -3.241875 2.352523 2.6 1.9 -2.8
C 3.164903 -2.909907 1.858036 -1.8 -1.5 2.2
Cl 3.663380 -1.834459 0.228999 -1.1 -1.4 2.2
C 4.266025 -3.389936 2.594297 -0.3 0.4 -0.7
Cl 5.892302 -3.045160 2.082171 -0.2 -0.2 0.3
C 4.041591 -4.160523 3.762462 -0.6 -0.1 0.1
Cl 5.408027 -4.755527 4.675082 -0.5 0.2 -0.4
C 2.729264 -4.460721 4.209089 0.5 -0.1 0.1
Cl 2.481556 -5.409922 5.648221 0.2 0.2 -0.3
S 1.379704 -0.117503 -2.393020 0.5 -1.5 0.2
Sb 0.323289 1.705361 -1.661977 1.3 0.9 -2.6
C -1.228601 2.299751 -3.023748 -1.8 0.4 0.4
C -2.245561 3.149637 -2.573993 0.1 -0.2 -0.4
C -3.262046 3.550199 -3.446982 0.4 -0.2 -0.4
C -3.265081 3.099730 -4.770920 0.3 -0.1 0.4
C -2.252108 2.247494 -5.222043 0.0 0.3 0.7
C -1.235061 1.846586 -4.349979 0.1 0.0 0.4
C 1.418919 2.957175 -3.105986 0.8 0.6 -0.9
C 1.130676 4.334352 -3.104048 0.6 -0.5 -0.5
C 1.777943 5.203117 -3.985698 0.0 -0.4 0.1
C 2.723995 4.709004 -4.883828 -0.1 -0.3 0.2
C 3.022393 3.345868 -4.900101 -0.4 0.4 0.3
C 2.376717 2.472448 -4.019191 -0.4 0.8 0.3
C 1.598639 2.882880 -0.396764 -0.4 0.6 1.8
C 2.989146 2.709976 -0.415001 -0.3 -0.1 0.0
C 3.802126 3.486756 0.416297 -0.8 0.1 0.0
C 3.227752 4.435678 1.268281 -0.4 -0.2 -0.3
C 1.840032 4.606936 1.290126 0.4 -0.2 -0.3
C 1.026069 3.830359 0.459605 0.4 -0.1 0.0
H -2.245141 3.501568 -1.550571 -0.1 0.0 0.0
H -4.046092 4.209644 -3.097902 0.0 0.0 0.0
H -4.051773 3.410410 -5.446265 0.0 0.0 0.0
H -2.255127 1.898465 -6.246433 0.1 0.0 0.0
H -0.453078 1.187657 -4.703492 0.0 0.0 0.0
H 0.399210 4.732922 -2.413324 -0.1 0.1 0.1
H 1.545343 6.260048 -3.971875 0.0 0.0 0.0
H 3.225869 5.381846 -5.567240 0.0 0.0 0.0
H 3.756650 2.963702 -5.597712 0.0 0.0 0.0
H 2.640665 1.430736 -4.069715 -0.1 -0.3 0.2
H 3.437682 1.976809 -1.072392 0.0 -0.1 -0.1
H 4.875930 3.353552 0.400322 0.0 0.0 -0.1
H 3.857294 5.037039 1.911241 0.0 0.0 0.0
H 1.395590 5.340924 1.949935 0.0 0.0 0.0
H -0.047463 3.966118 0.478065 0.0 0.0 0.1
C -2.904555 -2.544497 0.962992 -0.8 0.3 -0.3
N -1.655159 -2.804346 1.664529 1.2 0.6 -0.9
C -1.506513 -4.240243 1.856555 -0.2 -0.8 -1.6
N -2.622322 -4.762612 2.633058 0.3 -1.2 0.0
C -3.864959 -4.489037 1.924729 -0.3 -0.2 -0.1
N -4.030099 -3.054880 1.733231 -1.0 0.1 -0.5
C -4.053240 -2.400214 3.033868 -0.3 0.1 0.0
N -2.811848 -2.659125 3.749922 0.0 0.7 1.1
C -1.694858 -2.151378 2.965630 0.2 0.7 0.5
C -2.655198 -4.095960 3.927432 -0.6 -0.2 0.5
H -2.885708 -2.998208 -0.037404 0.0 -0.1 0.3
H -3.023527 -1.468639 0.774728 0.1 -0.3 0.2
H -0.553084 -4.465253 2.353746 -1.6 0.1 -2.2
H -1.438935 -4.753072 0.887338 -0.6 0.2 -0.1
H -4.720567 -4.904863 2.474226 0.2 0.2 0.2
H -3.879466 -5.010478 0.957839 0.3 0.3 0.1
H -4.915456 -2.743310 3.621975 0.3 -0.2 -0.1
H -4.212173 -1.319356 2.917720 0.3 -0.2 -0.2
H -0.747895 -2.303665 3.501443 -0.6 0.2 -0.3
H -1.771628 -1.061872 2.847102 -0.4 -0.1 -0.2
H -3.468682 -4.498173 4.546718 -0.1 0.2 -0.3
H -1.741730 -4.315970 4.496739 -1.8 0.2 0.1
H -1.631997 -1.035963 -1.019631 0.5 0.5 0.3
```
Positions in Å, forces in eV/Å.



[2]
Below is the molecule C17H13N3O5S2, with properties calculated with ωB97M-V/def2-TZVPD.

Output
charge = 0
HOMO level = -0.3281 Ha
Kohn-Sham gap = 9.22 eV
spin multiplicity = 1
total energy = -1992.4532 hartree
LUMO level = 0.0107 Eh

Structure (XYZ):
```
40
Properties=species:S:1:pos:R:3:forces:R:3
C 3.136112 3.240210 1.114711 -0.1 0.4 0.2
C 4.178855 3.431432 0.063633 -0.1 -0.1 0.2
O 4.643837 4.487520 -0.280732 0.1 0.2 0.0
N 4.641150 2.275989 -0.563062 0.6 0.4 -0.6
C 4.294302 0.981097 -0.359954 0.2 -1.2 -0.3
N 3.451155 0.528531 0.500825 0.1 1.7 0.2
N 3.307071 -0.788567 0.482575 0.0 -1.5 -0.1
C 4.036451 -1.384395 -0.394300 0.3 0.4 -0.2
S 4.035473 -3.087828 -0.680050 0.0 -0.6 0.0
C 2.757130 -3.590049 0.524679 0.3 0.4 0.0
C 1.496658 -2.795924 0.370420 -0.3 -0.1 -0.7
C 0.880203 -2.565334 -0.805036 -0.1 -0.1 0.3
C -0.305248 -1.726068 -0.900594 0.2 0.0 0.4
O -0.863377 -1.419418 -1.935068 -0.1 0.0 0.0
C -0.737770 -1.247591 0.428273 0.2 -0.4 0.0
C -0.060061 -1.570493 1.544144 -0.7 0.5 -0.3
O 1.048931 -2.320987 1.545221 0.2 -0.3 0.0
H -0.345848 -1.238462 2.531868 0.0 0.0 0.0
O -1.844287 -0.433370 0.481729 0.3 0.2 0.2
C -3.009326 -0.994460 0.040248 0.0 -0.7 0.1
O -3.141519 -2.183540 -0.080980 0.0 0.4 0.0
C -4.060599 0.012889 -0.194009 -0.2 0.3 -0.1
C -3.816091 1.378538 -0.071979 0.0 -0.2 0.0
C -4.834582 2.281343 -0.313358 -0.1 0.1 0.0
C -6.094135 1.831326 -0.677587 0.0 0.0 0.0
C -6.339874 0.472718 -0.803124 0.0 0.0 0.0
C -5.327747 -0.435904 -0.562654 0.2 0.0 0.1
H -5.492332 -1.498416 -0.657022 0.0 -0.1 0.0
H -7.320928 0.125062 -1.090339 -0.1 0.0 0.0
H -6.885372 2.541871 -0.866680 -0.1 0.1 0.0
H -4.646993 3.340833 -0.220505 0.0 0.1 0.0
H -2.832065 1.721547 0.206483 0.1 0.0 0.0
H 1.278972 -2.970730 -1.721861 0.1 0.0 0.0
H 2.595771 -4.649817 0.324876 0.0 0.0 0.0
H 3.154389 -3.453189 1.529929 -0.1 -0.1 0.0
S 5.041446 -0.299077 -1.345086 -0.6 0.2 0.7
H 5.338103 2.449055 -1.278627 -0.2 0.1 0.2
H 3.518689 2.600533 1.905994 -0.1 -0.1 0.0
H 2.267211 2.743574 0.690096 0.0 -0.1 0.0
H 2.856262 4.209537 1.516884 0.1 0.1 -0.1
```
Positions in Å, forces in eV/Å.



[3]
Below is a structure of composition C4H10NSi, with properties calculated with ωB97M-V/def2-TZVPD.

Output
charge = +1
HOMO level = -0.4883 Ha
Kohn-Sham gap = 9.93 eV
spin multiplicity = 1
total energy = -502.3280 hartree
LUMO level = -0.1233 Eh

Structure (XYZ):
```
16
Properties=species:S:1:pos:R:3:forces:R:3
C -1.745419 -0.339786 0.281699 -3.4 0.6 1.4
C -2.991079 -0.280059 1.010585 0.4 2.5 3.1
C 1.240227 2.093847 -1.065011 1.1 -2.6 -0.7
C 1.957115 -1.414074 0.449798 0.6 0.4 -1.3
N -0.764406 -0.389973 -0.257525 4.0 -0.5 -1.7
Si 1.141851 -0.414744 -0.916348 -1.0 5.0 2.7
H -3.669218 -1.056797 0.817089 -0.5 -1.5 -0.1
H -2.729863 -0.103883 2.135776 -0.1 -1.3 -1.7
H -3.616989 0.638838 1.009838 0.8 -0.1 -1.4
H 1.681746 2.313855 -2.091086 -0.7 -0.4 1.4
H 0.245966 2.552577 -0.917384 0.6 -0.5 0.1
H 1.998205 2.234726 -0.277377 -0.7 0.4 -0.3
H 3.034752 -1.543262 0.312789 -0.1 0.2 -0.2
H 1.809560 -1.156739 1.482483 -0.4 0.5 0.2
H 1.540361 -2.366295 0.243125 -0.5 -1.4 0.2
H 0.867198 -0.768238 -2.218448 -0.1 -1.3 -1.8
```
Positions in Å, forces in eV/Å.



[4]
Below is a cluster of 3 separate species, C3H10N2O2 in total, with properties calculated with ωB97M-V/def2-TZVPD.

Output
charge = 0
HOMO level (spin up / spin down) = -0.2842 / -0.2842 Ha
Kohn-Sham gap (spin up / spin down) = 8.11 / 8.11 eV
spin multiplicity = 1
total energy = -380.0974 hartree
LUMO level (spin up / spin down) = 0.0137 / 0.0137 Eh

Structure (XYZ):
```
17
Properties=species:S:1:pos:R:3:forces:R:3
C 1.320428 -0.189900 0.259936 0.8 0.8 0.2
C -0.465884 -0.392386 -1.305011 -0.9 0.2 0.4
N 2.288915 -0.767806 -0.488695 -0.5 0.2 0.1
O 1.446023 1.073226 0.495651 -0.1 -0.7 -0.3
H 0.484542 1.606057 0.545168 -0.7 0.0 0.0
H 0.789932 -0.840937 0.952044 -0.2 0.0 -0.2
H 2.159493 -1.722828 -0.782412 0.0 0.0 0.1
H 2.773865 -0.165147 -1.137858 0.0 0.0 0.1
H 0.123493 0.211835 -1.989978 0.1 0.0 0.1
H -1.496878 -0.429811 -1.633350 0.0 0.0 -0.2
H -0.116146 -1.420697 -1.201031 0.1 0.1 0.1
C -1.695187 0.155322 1.263593 0.1 0.1 -0.1
N -1.479287 0.948563 0.036924 0.4 -0.6 -0.3
O -0.778556 1.993872 0.262210 0.8 0.0 0.1
H -0.822806 0.115854 1.924145 0.0 0.0 0.0
H -2.036540 -0.842074 0.990638 0.0 0.0 0.0
H -2.495408 0.666856 1.808026 0.1 0.0 0.0
```
Positions in Å, forces in eV/Å.



[5]
Below is a cluster of 2 separate species, C9H8Cl2N2 in total, with properties calculated with ωB97M-V/def2-TZVPD.

Output
charge = 0
HOMO level (spin up / spin down) = -0.3114 / -0.2944 Ha
Kohn-Sham gap (spin up / spin down) = 7.61 / 7.11 eV
spin multiplicity = 1
total energy = -1377.4489 hartree
LUMO level (spin up / spin down) = -0.0319 / -0.0331 Eh

Structure (XYZ):
```
21
Properties=species:S:1:pos:R:3:forces:R:3
C -1.818895 -1.289401 -1.609678 -0.1 0.6 0.3
C -1.820927 -1.245580 -0.229834 1.3 0.5 -0.9
C -1.007427 -0.499420 -2.399599 -0.3 -0.3 -1.9
C -0.776514 -0.512594 0.331202 -0.4 0.5 2.9
C -0.068330 0.251770 -1.763592 1.9 1.4 -1.7
C 0.147266 0.228587 -0.394144 -0.5 0.2 -0.3
C 2.977345 -0.705560 -0.351713 -0.8 2.2 -1.0
C 1.614310 1.209038 1.624880 2.3 -0.7 -0.6
C 1.264426 0.984211 0.188596 1.9 -1.7 -0.7
N 4.341420 -0.326613 -0.445446 0.5 0.4 0.1
N 3.853963 -0.610316 -1.544113 -0.9 0.2 0.8
Cl 2.644833 -2.242166 0.255908 -0.6 -1.3 0.7
Cl 2.006242 2.235801 -0.748092 -0.3 0.2 -0.6
H -2.539818 -1.870241 -2.056231 -1.6 -1.3 -1.1
H -2.614069 -1.776136 0.271100 0.3 0.0 0.6
H -1.115582 -0.475226 -3.562494 0.2 -0.1 2.5
H -0.741407 -0.371622 1.435947 0.0 -0.5 -0.8
H 0.600551 0.875647 -2.392036 -0.5 -0.5 0.5
H 1.991447 2.235705 1.748192 0.1 -0.6 0.1
H 2.382296 0.421612 1.882918 -0.5 1.2 -0.1
H 0.885388 1.063514 2.333657 -2.3 -0.4 1.3
```
Positions in Å, forces in eV/Å.



Energy relative to the best compared isomer or geometry (same formula, charge and spin) across the listed records, respectively: 0.000 0.260 2.037 6.511 3.734 eV.